(1)
Molecular formula: C26H32F8NO25P
Method: DFT, ωB97M-V/def2-TZVPD

Each atom is followed by the atoms it is bonded to, with distances in Å.
Atoms and positions in Å:
1 C 5.899 -1.809 0.773  C2 1.543, H13 1.088, H14 1.091, H15 1.091
2 C 6.554 -0.458 0.420  C1 1.543, C3 1.539, H16 1.094, H17 1.092
3 C 5.929 0.325 -0.747  C2 1.539, C4 1.501, H18 1.097, H19 1.092
4 C 4.599 0.960 -0.460  C3 1.501, O5 1.196, O6 1.384
5 O 4.396 2.139 -0.447  C4 1.196
6 O 3.564 0.104 -0.126  C4 1.384, C7 1.404
7 C 3.041 -0.654 -1.186  O6 1.404, F8 1.380, P9 1.846, H20 1.098
8 F 2.595 0.182 -2.188  C7 1.380
9 P 1.616 -1.632 -0.537  C7 1.846, N10 1.540, O11 1.589, O12 1.591
10 N 0.302 -0.833 -0.459  P9 1.540, H21 1.014
11 O 2.205 -2.145 0.847  P9 1.589, H22 0.969
12 O 1.731 -2.918 -1.466  P9 1.591, H23 0.977
13 H 4.898 -1.906 0.359  C1 1.088
14 H 6.498 -2.640 0.397  C1 1.091
15 H 5.808 -1.930 1.854  C1 1.091
16 H 7.583 -0.658 0.110  C2 1.094
17 H 6.632 0.181 1.303  C2 1.092
18 H 5.825 -0.350 -1.605  C3 1.097
19 H 6.578 1.150 -1.046  C3 1.092
20 H 3.802 -1.315 -1.624  C7 1.098
21 H -0.453 -1.193 -1.032  N10 1.014
22 H 1.890 -1.604 1.587  O11 0.969
23 H 0.844 -3.200 -1.761  O12 0.977
24 O 4.508 -4.700 4.282  C25 1.180
25 C 4.218 -3.557 4.311  O24 1.180, O26 1.357, O30 1.368
26 O 5.075 -2.535 4.557  C25 1.357, C27 1.428
27 C 4.391 -1.300 4.344  O26 1.428, C28 1.515, H31 1.092, H32 1.086
28 C 2.942 -1.712 4.511  C27 1.515, F29 1.362, O30 1.408, H33 1.091
29 F 2.117 -1.015 3.682  C28 1.362
30 O 2.958 -3.062 4.114  C25 1.368, C28 1.408
31 H 4.570 -0.955 3.324  C27 1.092
32 H 4.724 -0.552 5.056  C27 1.086
33 H 2.555 -1.636 5.528  C28 1.091
34 O -4.636 -3.033 -1.307  C35 1.181
35 C -4.337 -2.065 -0.702  O34 1.181, O36 1.352, O40 1.372
36 O -3.293 -1.253 -0.980  C35 1.352, C37 1.431
37 C -3.361 -0.102 -0.130  O36 1.431, C38 1.511, H41 1.091, H42 1.087
38 C -4.186 -0.625 1.023  C37 1.511, F39 1.360, O40 1.416, H43 1.092
39 F -4.980 0.327 1.581  C38 1.360
40 O -5.006 -1.598 0.401  C35 1.372, C38 1.416
41 H -3.881 0.705 -0.647  C37 1.091
42 H -2.361 0.214 0.154  C37 1.087
43 H -3.604 -1.098 1.817  C38 1.092
44 O -7.659 -2.634 6.338  C45 1.182
45 C -7.604 -2.282 5.211  O44 1.182, O46 1.354, O50 1.367
46 O -6.605 -2.575 4.346  C45 1.354, C47 1.432
47 C -6.978 -2.117 3.043  O46 1.432, C48 1.513, H51 1.091, H52 1.081
48 C -7.994 -1.045 3.372  C47 1.513, F49 1.357, O50 1.412, H53 1.091
49 F -8.973 -0.962 2.436  C48 1.357
50 O -8.539 -1.501 4.592  C45 1.367, C48 1.412
51 H -7.439 -2.933 2.484  C47 1.091
52 H -6.123 -1.740 2.499  C47 1.081
53 H -7.573 -0.049 3.515  C48 1.091
54 O -0.330 -4.365 -2.889  C55 1.189
55 C 0.056 -4.330 -4.013  O54 1.189, O56 1.344, O60 1.357
56 O -0.084 -5.325 -4.906  C55 1.344, C57 1.432
57 C 0.348 -4.851 -6.187  O56 1.432, C58 1.516, H61 1.090, H62 1.085
58 C 1.261 -3.702 -5.805  C57 1.516, F59 1.350, O60 1.418, H63 1.091
59 F 1.216 -2.683 -6.690  C58 1.350
60 O 0.707 -3.277 -4.570  C55 1.357, C58 1.418
61 H -0.512 -4.485 -6.748  C57 1.090
62 H 0.842 -5.647 -6.735  C57 1.085
63 H 2.303 -3.981 -5.645  C58 1.091
64 O 2.833 7.884 0.587  C65 1.187
65 C 2.478 6.755 0.488  O64 1.187, O66 1.349, O70 1.357
66 O 3.174 5.785 -0.138  C65 1.349, C67 1.435
67 C 2.520 4.527 0.086  O66 1.435, C68 1.514, H71 1.089, H72 1.084
68 C 1.109 4.972 0.410  C67 1.514, F69 1.353, O70 1.420, H73 1.091
69 F 0.506 4.179 1.325  C68 1.353
70 O 1.312 6.260 0.974  C65 1.357, C68 1.420
71 H 2.977 4.026 0.938  C67 1.089
72 H 2.602 3.894 -0.789  C67 1.084
73 H 0.451 5.068 -0.455  C68 1.091
74 O 8.843 8.197 -2.305  C75 1.184
75 C 7.737 7.871 -2.036  O74 1.184, O76 1.351, O80 1.364
76 O 6.847 8.619 -1.347  C75 1.351, C77 1.434
77 C 5.574 7.958 -1.365  O76 1.434, C78 1.515, H81 1.091, H82 1.085
78 C 5.975 6.523 -1.637  C77 1.515, F79 1.355, O80 1.416, H83 1.091
79 F 5.073 5.862 -2.401  C78 1.355
80 O 7.178 6.673 -2.370  C75 1.364, C78 1.416
81 H 4.974 8.347 -2.189  C77 1.091
82 H 5.049 8.106 -0.427  C77 1.085
83 H 6.178 5.931 -0.744  C78 1.091
84 O -8.544 0.070 -1.467  C85 1.183
85 C -9.389 -0.713 -1.201  O84 1.183, O86 1.355, O90 1.362
86 O -10.720 -0.512 -1.359  C85 1.355, C87 1.431
87 C -11.405 -1.736 -1.080  O86 1.431, C88 1.515, H91 1.091, H92 1.086
88 C -10.400 -2.466 -0.213  C87 1.515, F89 1.355, O90 1.414, H93 1.091
89 F -10.423 -3.808 -0.402  C88 1.355
90 O -9.168 -1.952 -0.680  C85 1.362, C88 1.414
91 H -11.575 -2.282 -2.009  C87 1.091
92 H -12.351 -1.536 -0.587  C87 1.086
93 H -10.484 -2.263 0.856  C88 1.091

Calculated values
* SMILES: CCCC(=O)O[C@H](F)P(=N)(O)O.O=C1OC[C@@H](F)O1.O=C1OC[C@@H](F)O1.O=C1OC[C@@H](F)O1.O=C1OC[C@@H](F)O1.O=C1OC[C@@H](F)O1.O=C1OC[C@@H](F)O1.O=C1OC[C@@H](F)O1
* E_LUMO: 0.006 Eh
* energy above the lowest of the compared OMol25 structures with the same formula, charge and spin: 16.7 kJ/mol

Results of the Löwdin charge analysis, in e, for atoms 1 through 5: number 1, C, carries -0.069; number 2, C, carries -0.209; number 3, C, carries -0.098; number 4, C, carries -0.441; number 5, O, carries 0.152

***

(2)
Molecular formula: C5H10O
Method: DFT, ωB97M-V/def2-TZVPD

Each atom is followed by the atoms it is bonded to, with distances in Å.
Atoms and positions in Å:
1 C -0.141 -1.605 1.727  O2 1.404, H7 1.101, H8 1.102, H9 1.093
2 O -0.525 -0.300 1.378  C1 1.404, C3 1.402
3 C -0.509 -0.078 -0.006  O2 1.402, C4 1.548, C6 1.533, H10 1.103
4 C 0.857 -0.078 -0.735  C3 1.548, C5 1.545, H11 1.094, H12 1.095
5 C 0.456 1.256 -1.403  C4 1.545, C6 1.545, H13 1.094, H14 1.092
6 C -0.689 1.399 -0.376  C3 1.533, C5 1.545, H15 1.094, H16 1.093
7 H 0.910 -1.799 1.468  C1 1.101
8 H -0.765 -2.365 1.229  C1 1.102
9 H -0.260 -1.700 2.810  C1 1.093
10 H -1.239 -0.736 -0.507  C3 1.103
11 H 1.670 0.048 -0.014  C4 1.094
12 H 1.089 -0.918 -1.398  C4 1.095
13 H 0.094 1.124 -2.427  C5 1.094
14 H 1.211 2.046 -1.401  C5 1.092
15 H -0.403 2.021 0.478  C6 1.094
16 H -1.670 1.714 -0.742  C6 1.093

Calculated values
* SMILES: COC1CCC1
* E_LUMO: 0.044 Eh
* energy above the lowest of the compared OMol25 structures with the same formula, charge and spin: 128.2 kJ/mol

Results of the Löwdin charge analysis, in e, for atoms 1 through 5: number 1, C, carries -0.112; number 2, O, carries -0.153; number 3, C, carries -0.377; number 4, C, carries -0.130; number 5, C, carries -0.167

***

(3)
Molecular formula: C17H37ClNO12S6
Method: DFT, ωB97M-V/def2-TZVPD

Each atom is followed by the atoms it is bonded to, with distances in Å.
Atoms and positions in Å:
1 C -1.171 1.585 1.168  C2 1.541, H18 1.090, H19 1.095, H20 1.089
2 C 0.098 0.753 0.899  C1 1.541, Cl3 1.803, C4 1.549, H21 1.092
3 Cl 1.499 1.886 0.830  C2 1.803
4 C -0.108 0.043 -0.462  C2 1.549, C5 1.531, H22 1.091, H23 1.086
5 C 0.678 -1.252 -0.679  C4 1.531, O6 1.442, O9 1.453, C14 1.544
6 O 0.096 -2.252 -1.540  C5 1.442, C7 1.308
7 C -0.706 -1.755 -2.446  O6 1.308, N8 1.154
8 N -1.668 -1.394 -2.972  C7 1.154
9 O 1.865 -0.803 -1.385  C5 1.453, S10 1.617
10 S 3.002 -1.952 -1.344  O9 1.617, O11 1.441, O12 1.444, O13 1.596
11 O 2.937 -2.932 -2.397  S10 1.441
12 O 4.308 -1.340 -1.278  S10 1.444
13 O 2.525 -2.620 0.024  S10 1.596, C14 1.474
14 C 1.244 -2.070 0.502  C5 1.544, O13 1.474, C15 1.580, H24 1.091
15 C 0.392 -3.362 0.824  C14 1.580, O16 1.240, O17 1.246
16 O -0.841 -3.268 0.911  C15 1.240
17 O 1.046 -4.410 0.991  C15 1.246
18 H -1.158 1.931 2.202  C1 1.090
19 H -1.997 0.870 1.091  C1 1.095
20 H -1.303 2.381 0.437  C1 1.089
21 H 0.147 0.058 1.740  C2 1.092
22 H 0.262 0.737 -1.219  C4 1.091
23 H -1.179 -0.064 -0.608  C4 1.086
24 H 1.586 -1.492 1.362  C14 1.091
25 C -3.549 -5.587 -5.385  S26 1.800, H29 1.088, H30 1.090, H31 1.090
26 S -4.176 -3.920 -5.135  C25 1.800, O27 1.491, C28 1.795
27 O -5.085 -3.619 -6.278  S26 1.491
28 C -2.619 -3.088 -5.460  S26 1.795, H32 1.091, H33 1.087, H34 1.086
29 H -4.379 -6.281 -5.268  C25 1.088
30 H -3.133 -5.677 -6.389  C25 1.090
31 H -2.787 -5.802 -4.635  C25 1.090
32 H -2.269 -3.346 -6.461  C28 1.091
33 H -1.887 -3.383 -4.712  C28 1.087
34 H -2.787 -2.018 -5.393  C28 1.086
35 C 5.674 -1.387 -5.957  S36 1.799, H39 1.088, H40 1.091, H41 1.090
36 S 6.094 -0.214 -4.659  C35 1.799, O37 1.491, C38 1.795
37 O 7.172 0.667 -5.194  S36 1.491
38 C 6.864 -1.415 -3.569  S36 1.795, H42 1.091, H43 1.090, H44 1.087
39 H 5.206 -0.834 -6.769  C35 1.088
40 H 6.579 -1.876 -6.319  C35 1.091
41 H 4.973 -2.123 -5.563  C35 1.090
42 H 7.691 -1.903 -4.088  C38 1.091
43 H 6.119 -2.146 -3.255  C38 1.090
44 H 7.237 -0.884 -2.696  C38 1.087
45 C 0.977 -1.020 6.282  S46 1.801, H49 1.089, H50 1.091, H51 1.090
46 S 1.086 -1.041 4.485  C45 1.801, O47 1.491, C48 1.783
47 O -0.030 -0.199 3.965  S46 1.491
48 C 0.588 -2.739 4.265  S46 1.783, H52 1.090, H53 1.090, H54 1.086
49 H 1.211 -0.014 6.624  C45 1.089
50 H -0.033 -1.290 6.591  C45 1.091
51 H 1.702 -1.723 6.694  C45 1.090
52 H -0.401 -2.892 4.697  C48 1.090
53 H 1.310 -3.412 4.729  C48 1.090
54 H 0.552 -2.922 3.195  C48 1.086
55 C -2.580 5.689 0.906  S56 1.800, H59 1.090, H60 1.090, H61 1.091
56 S -2.360 5.135 -0.792  C55 1.800, O57 1.484, C58 1.801
57 O -0.975 4.614 -0.905  S56 1.484
58 C -2.370 6.774 -1.537  S56 1.801, H62 1.090, H63 1.090, H64 1.088
59 H -2.558 4.811 1.551  C55 1.090
60 H -1.769 6.364 1.180  C55 1.090
61 H -3.544 6.191 1.001  C55 1.091
62 H -1.574 7.380 -1.102  C58 1.090
63 H -3.340 7.243 -1.370  C58 1.090
64 H -2.199 6.657 -2.605  C58 1.088
65 C -3.880 3.346 5.422  S66 1.800, H69 1.088, H70 1.090, H71 1.091
66 S -2.190 3.949 5.287  C65 1.800, O67 1.483, C68 1.799
67 O -1.606 3.335 4.070  S66 1.483
68 C -1.551 3.023 6.691  S66 1.799, H72 1.090, H73 1.091, H74 1.088
69 H -4.453 3.769 4.599  C65 1.088
70 H -3.888 2.258 5.352  C65 1.090
71 H -4.308 3.672 6.370  C65 1.091
72 H -1.716 1.957 6.532  C68 1.090
73 H -2.047 3.357 7.603  C68 1.091
74 H -0.483 3.221 6.763  C68 1.088

Calculated values
* net charge: -1
* E_LUMO: 0.062 Eh

Results of the Löwdin charge analysis, in e, for atoms 1 through 5: number 1, C, carries -0.120; number 2, C, carries -0.684; number 3, Cl, carries 0.622; number 4, C, carries -0.106; number 5, C, carries -0.368

***

Number 1: strongest force on any atom 0.471 eV/A, Kohn-Sham gap 10.01 eV. Number 2: strongest force on any atom 0.311 eV/A, Kohn-Sham gap 10.79 eV. Number 3: strongest force on any atom 2.026 eV/A, Kohn-Sham gap 7.22 eV.